Entry w
Formula: C4H7FS2
Source: the Open Molecules 2025 dataset
Level of theory: ωB97M-V with the def2-TZVPD basis set

Last column: natural (NBO) charge in e.
Element x y z (Å)
1 C 0.164 1.099 0.621  -0.42
2 C -0.968 0.036 0.690  -0.32
3 C 0.501 -0.264 0.666  -0.28
4 C 0.862 -1.176 -0.513  0.06
5 H 1.137 0.926 -1.695  0.16
6 H 0.158 1.365 1.719  0.25
7 H -1.410 0.331 1.584  0.21
8 H -2.758 1.376 -1.018  0.15
9 H 0.992 -0.721 1.570  0.22
10 H 0.514 -2.266 -0.070  0.15
11 H 0.259 -0.987 -1.343  0.18
12 F 2.159 -1.299 -0.720  -0.34
13 S 0.528 2.105 -0.746  0.03
14 S -2.138 -0.524 -0.744  -0.07

2S+1 ... 1
Gap between HOMO and LUMO ... 7.9 eV

***

Entry x
Formula: C4H7FS2
Source: the Open Molecules 2025 dataset
Level of theory: ωB97M-V with the def2-TZVPD basis set

Last column: natural (NBO) charge in e.
Element x y z (Å)
1 C 1.528 1.171 -0.265  -0.37
2 C 0.372 1.394 -0.889  -0.22
3 C -0.522 0.141 -1.051  -0.55
4 C -1.153 -0.370 1.494  0.09
5 F -1.748 -0.457 2.645  -0.28
6 S 1.097 -2.707 0.323  -0.49
7 S -2.028 0.083 0.115  0.33
8 H 2.036 2.038 -0.030  0.20
9 H 1.888 0.176 0.179  0.24
10 H -0.226 2.300 -1.167  0.23
11 H -0.130 -0.881 -0.721  0.27
12 H -0.809 0.205 -2.069  0.24
13 H -0.041 -0.220 1.327  0.22
14 H -0.263 -2.873 0.110  0.10

2S+1 ... 1
Gap between HOMO and LUMO (alpha / beta) ... 7.9 / 4.9 eV

***

Entry y
Formula: C4H7FS2
Source: the Open Molecules 2025 dataset
Level of theory: ωB97M-V with the def2-TZVPD basis set

Last column: natural (NBO) charge in e.
Element x y z (Å)
1 F -1.285 0.621 -2.052  -0.41
2 C 0.066 0.539 -1.414  0.05
3 C -0.059 0.843 -0.068  -0.32
4 C 0.699 0.259 0.958  -0.30
5 S 2.161 -0.924 1.027  -0.06
6 C -0.661 -0.019 0.849  -0.36
7 S -1.193 -1.685 0.484  0.00
8 H 0.625 1.240 -2.033  0.20
9 H 0.444 -0.564 -1.454  0.19
10 H -0.300 1.987 0.106  0.23
11 H 0.939 0.916 1.901  0.25
12 H 1.650 -2.217 0.766  0.16
13 H -1.350 0.438 1.577  0.24
14 H -1.736 -1.434 -0.647  0.13

SMILES ... FC[C@@H]1[C@H](S)[C@@H]1S
2S+1 ... 1
Gap between HOMO and LUMO ... 9.7 eV

***

How far above the most stable structure does each one sit? In kJ/mol: entry w 297.0; entry x 215.4; entry y 0.0.

***

Entry w
Formula: C6H16O2
Source: the Open Molecules 2025 dataset
Level of theory: ωB97M-V with the def2-TZVPD basis set

Last column: natural (NBO) charge in e.
Element x y z (Å)
1 C 2.860 -1.143 4.329  -0.64
2 C 2.746 -0.709 2.846  0.10
3 C 4.107 -0.278 2.269  -0.62
4 O 1.887 0.473 2.900  -0.73
5 H 1.956 -1.328 4.933  0.21
6 H 3.540 -0.492 4.904  0.21
7 H 3.365 -2.106 4.146  0.20
8 H 2.368 -1.522 2.192  0.16
9 H 4.749 -1.172 2.197  0.21
10 H 4.596 0.453 2.936  0.21
11 H 4.015 0.170 1.265  0.22
12 H 1.077 0.130 3.331  0.46
13 C -0.628 2.553 -4.018  -0.61
14 C 0.019 2.727 -5.392  0.10
15 C -0.535 1.886 -6.543  -0.64
16 O 1.292 2.382 -5.076  -0.72
17 H -0.091 3.192 -3.297  0.22
18 H -0.632 1.518 -3.637  0.21
19 H -1.671 2.905 -4.092  0.20
20 H -0.015 3.819 -5.583  0.15
21 H -0.166 0.847 -6.499  0.22
22 H -0.247 2.321 -7.515  0.21
23 H -1.636 1.870 -6.478  0.21
24 H 1.909 2.592 -5.808  0.46

SMILES ... CC(C)O.CC(C)O
2S+1 ... 1
Gap between HOMO and LUMO ... 11.0 eV

***

Entry x
Formula: C6H16O2
Source: the Open Molecules 2025 dataset
Level of theory: ωB97M-V with the def2-TZVPD basis set

Last column: natural (NBO) charge in e.
Element x y z (Å)
1 C -0.594 0.187 1.273  -0.49
2 C -0.064 -0.298 0.149  0.08
3 C 0.382 0.627 -1.006  -0.45
4 C 0.445 2.087 -0.654  -0.61
5 C 0.330 -1.724 0.015  -0.46
6 C -0.048 -2.480 -1.260  -0.61
7 H -0.766 1.199 1.599  0.20
8 H -0.963 -0.611 1.917  0.20
9 H -0.382 0.448 -1.771  0.21
10 H 1.327 0.235 -1.382  0.22
11 H -0.471 2.498 -0.226  0.20
12 H 0.624 2.744 -1.495  0.22
13 H 1.232 2.311 0.069  0.20
14 H -0.051 -2.340 0.841  0.21
15 H 1.401 -1.798 0.248  0.23
16 H 0.336 -3.502 -1.221  0.22
17 H 0.362 -1.982 -2.137  0.21
18 H -1.126 -2.639 -1.269  0.21
19 O -3.373 1.529 -0.300  -0.94
20 H -2.667 1.736 0.316  0.47
21 H -3.047 0.966 -0.982  0.47
22 O 2.611 -0.028 2.531  -0.94
23 H 1.658 -0.048 2.394  0.48
24 H 2.845 0.884 2.352  0.46

SMILES ... C=C(CC)CC.O.O
2S+1 ... 1
Gap between HOMO and LUMO ... 10.4 eV

***

Entry y
Formula: C6H16O2
Source: the Open Molecules 2025 dataset
Level of theory: ωB97M-V with the def2-TZVPD basis set

Last column: natural (NBO) charge in e.
Element x y z (Å)
1 C -1.807 0.234 1.383  -0.61
2 C -1.136 -0.754 0.435  -0.21
3 C -2.157 -1.611 -0.374  -0.61
4 C -0.150 -0.025 -0.497  -0.40
5 C 0.975 -0.894 -1.089  -0.44
6 C 2.023 -1.291 -0.065  -0.06
7 O 3.033 -0.306 0.144  -0.73
8 H -2.689 -0.162 1.890  0.21
9 H -2.136 1.095 0.799  0.19
10 H -1.096 0.592 2.128  0.21
11 H -0.582 -1.500 1.003  0.19
12 H -2.378 -1.147 -1.338  0.20
13 H -3.070 -1.856 0.171  0.21
14 H -1.653 -2.540 -0.605  0.21
15 H 0.347 0.583 0.273  0.19
16 H -0.697 0.624 -1.185  0.20
17 H 0.487 -1.811 -1.414  0.21
18 H 1.350 -0.394 -1.977  0.22
19 H 1.533 -1.457 0.897  0.16
20 H 2.522 -2.196 -0.404  0.18
21 H 2.759 0.574 -0.149  0.47
22 O -0.405 3.947 -0.037  -0.93
23 H -0.859 3.568 0.725  0.47
24 H -0.254 3.169 -0.591  0.47

SMILES ... CC(C)CCCO.O
2S+1 ... 1
Gap between HOMO and LUMO ... 11.0 eV

***

How far above the most stable structure does each one sit? In kJ/mol: entry w 42.4; entry x 24.7; entry y 0.0.

***

Entry w
Formula: C6H16O2
Source: the Open Molecules 2025 dataset
Level of theory: ωB97M-V with the def2-TZVPD basis set

Last column: natural (NBO) charge in e.
Element x y z (Å)
1 C 0.755 -1.763 2.290  -0.64
2 C 0.760 -1.547 0.801  -0.19
3 C 0.489 -0.374 0.232  -0.19
4 C 0.400 -0.272 -1.286  -0.44
5 C -0.769 -1.082 -1.943  -0.39
6 C -1.995 -1.247 -1.054  -0.61
7 H 0.809 -0.801 2.798  0.21
8 H 1.663 -2.275 2.597  0.21
9 H -0.125 -2.283 2.657  0.22
10 H 0.839 -2.396 0.126  0.19
11 H 0.456 0.573 0.759  0.20
12 H 0.205 0.767 -1.559  0.20
13 H 1.352 -0.554 -1.710  0.21
14 H -1.062 -0.503 -2.821  0.20
15 H -0.371 -2.027 -2.324  0.19
16 H -1.762 -1.894 -0.203  0.21
17 H -2.813 -1.657 -1.627  0.21
18 H -2.346 -0.270 -0.694  0.21
19 O -1.646 2.981 0.570  -0.94
20 H -0.775 2.591 0.717  0.47
21 H -1.757 2.890 -0.382  0.46
22 O 2.034 2.254 0.272  -0.95
23 H 2.602 3.034 0.212  0.48
24 H 2.622 1.520 0.053  0.48

SMILES ... C/C=C/CCC.O.O
2S+1 ... 1
Gap between HOMO and LUMO ... 9.8 eV

***

Entry x
Formula: C6H16O2
Source: the Open Molecules 2025 dataset
Level of theory: ωB97M-V with the def2-TZVPD basis set

Last column: natural (NBO) charge in e.
Element x y z (Å)
1 C 3.645 2.186 -2.565  -0.63
2 C 2.454 1.885 -3.539  0.10
3 C 2.715 0.630 -4.403  -0.63
4 O 2.289 2.998 -4.462  -0.73
5 H 3.405 3.087 -1.975  0.22
6 H 4.546 2.391 -3.168  0.21
7 H 3.868 1.359 -1.869  0.21
8 H 1.569 1.782 -2.879  0.16
9 H 3.572 0.762 -5.086  0.22
10 H 1.819 0.403 -5.005  0.20
11 H 2.922 -0.228 -3.742  0.21
12 H 1.420 2.863 -4.894  0.47
13 C -3.911 -0.794 3.607  -0.63
14 C -2.927 -1.917 3.999  0.10
15 C -1.629 -1.837 3.148  -0.63
16 O -3.474 -3.180 3.841  -0.72
17 H -4.852 -0.891 4.174  0.22
18 H -4.136 -0.887 2.532  0.21
19 H -3.489 0.208 3.793  0.21
20 H -2.622 -1.770 5.055  0.14
21 H -1.011 -0.991 3.490  0.20
22 H -1.930 -1.653 2.102  0.20
23 H -1.019 -2.755 3.182  0.21
24 H -3.223 -3.650 4.664  0.47

SMILES ... CC(C)O.CC(C)O
2S+1 ... 1
Gap between HOMO and LUMO ... 11.1 eV

***

How far above the most stable structure does each one sit? In kJ/mol: entry w 19.4; entry x 0.0.

***

Entry w
Formula: C17H19NO
Source: the Open Molecules 2025 dataset
Level of theory: ωB97M-V with the def2-TZVPD basis set

Last column: natural (NBO) charge in e.
Element x y z (Å)
1 C 0.497 -1.856 2.799  -0.62
2 C 0.787 -0.435 2.408  -0.09
3 C 2.026 -0.092 1.850  -0.04
4 N 2.003 1.149 1.179  -0.53
5 C 0.792 1.696 1.421  0.15
6 C 0.258 2.962 1.253  -0.25
7 C -1.045 3.144 1.458  -0.22
8 C -1.950 2.210 1.874  -0.25
9 C -1.511 0.968 2.218  -0.21
10 C -0.075 0.663 2.003  -0.08
11 H -0.074 -2.149 1.766  0.22
12 H -0.307 -1.888 3.541  0.22
13 H 1.370 -2.404 2.949  0.22
14 H 3.031 -0.683 1.733  0.21
15 H 2.715 1.533 0.683  0.40
16 H 0.916 3.838 1.146  0.21
17 H -1.312 4.203 1.055  0.21
18 H -3.055 2.517 1.894  0.22
19 H -2.054 0.222 2.791  0.22
20 C -3.449 -1.201 -0.769  -0.61
21 C -2.300 -0.260 -1.036  -0.44
22 C -0.893 -0.728 -1.558  -0.04
23 C -0.010 0.244 -1.863  -0.18
24 C 1.242 -0.011 -2.426  -0.30
25 C 1.433 -1.346 -2.738  0.32
26 O 2.399 -1.634 -3.630  -0.67
27 C 0.746 -2.407 -2.196  -0.30
28 C -0.454 -2.134 -1.650  -0.18
29 H -3.068 -2.057 -0.210  0.20
30 H -3.882 -1.590 -1.733  0.21
31 H -4.197 -0.740 -0.028  0.22
32 H -2.544 0.603 -1.601  0.21
33 H -2.116 0.268 -0.046  0.23
34 H -0.276 1.326 -1.721  0.21
35 H 1.895 0.680 -2.647  0.19
36 H 3.066 -0.851 -3.709  0.47
37 H 1.231 -3.399 -2.145  0.23
38 H -1.119 -2.911 -1.212  0.22

SMILES ... Cc1c[nH]c2ccccc12.CCc1ccc(O)cc1
2S+1 ... 1
Gap between HOMO and LUMO ... 8.3 eV

***

Entry x
Formula: C17H19NO
Source: the Open Molecules 2025 dataset
Level of theory: ωB97M-V with the def2-TZVPD basis set

Last column: natural (NBO) charge in e.
Element x y z (Å)
1 C -3.080 -1.418 -1.171  -0.63
2 C -2.158 -2.070 -0.203  -0.10
3 C -2.509 -2.872 0.834  -0.04
4 N -1.405 -3.244 1.563  -0.53
5 C -0.291 -2.703 0.960  0.13
6 C 1.045 -2.740 1.352  -0.25
7 C 1.968 -2.105 0.535  -0.21
8 C 1.581 -1.500 -0.667  -0.23
9 C 0.244 -1.309 -0.931  -0.20
10 C -0.722 -1.920 -0.124  -0.04
11 H -4.094 -1.799 -1.141  0.22
12 H -2.729 -1.550 -2.200  0.21
13 H -3.035 -0.334 -1.051  0.21
14 H -3.508 -3.275 0.979  0.21
15 H -1.371 -3.998 2.225  0.41
16 H 1.371 -3.193 2.273  0.21
17 H 2.993 -2.109 0.877  0.21
18 H 2.329 -0.958 -1.232  0.22
19 H -0.115 -0.642 -1.706  0.21
20 C -1.852 2.643 -1.225  -0.61
21 C -0.403 2.429 -1.653  -0.42
22 C 0.639 2.159 -0.570  -0.04
23 C 0.303 1.485 0.589  -0.20
24 C 1.246 1.256 1.602  -0.26
25 C 2.507 1.751 1.403  0.28
26 O 3.473 1.704 2.403  -0.69
27 C 2.900 2.355 0.207  -0.26
28 C 1.935 2.625 -0.749  -0.19
29 H -1.979 2.446 -0.163  0.21
30 H -2.546 2.022 -1.796  0.21
31 H -2.162 3.671 -1.406  0.21
32 H -0.295 1.577 -2.331  0.20
33 H -0.051 3.255 -2.261  0.21
34 H -0.690 1.154 0.852  0.21
35 H 0.924 0.715 2.487  0.22
36 H 3.344 0.892 2.917  0.48
37 H 3.946 2.632 0.249  0.23
38 H 2.246 2.966 -1.728  0.21

SMILES ... Cc1c[nH]c2ccccc12.CCc1ccc(O)cc1
2S+1 ... 1
Gap between HOMO and LUMO ... 8.6 eV

***

How far above the most stable structure does each one sit? In kJ/mol: entry w 264.6; entry x 0.0.

***

Entry w
Formula: C17H19NO
Source: the Open Molecules 2025 dataset
Level of theory: ωB97M-V with the def2-TZVPD basis set

Last column: natural (NBO) charge in e.
Element x y z (Å)
1 C 1.004 -3.639 0.431  -0.63
2 C 1.439 -2.243 0.459  -0.07
3 C 2.367 -1.712 -0.414  -0.09
4 N 2.508 -0.366 -0.019  -0.49
5 C 1.864 -0.135 1.135  0.14
6 C 1.709 1.142 1.704  -0.23
7 C 0.664 1.184 2.581  -0.21
8 C -0.096 -0.007 3.011  -0.25
9 C 0.123 -1.217 2.513  -0.21
10 C 1.128 -1.338 1.530  -0.06
11 H 1.405 -4.257 1.364  0.21
12 H 1.265 -3.914 -0.540  0.21
13 H -0.023 -3.847 0.461  0.21
14 H 2.512 -2.265 -1.356  0.22
15 H 3.157 0.148 -0.388  0.39
16 H 2.413 1.977 1.489  0.22
17 H 0.438 2.134 3.037  0.21
18 H -0.807 0.097 3.827  0.21
19 H -0.321 -2.090 2.998  0.22
20 C -3.178 2.353 0.332  -0.63
21 C -2.148 1.149 0.379  -0.41
22 C -1.469 1.033 -0.875  -0.04
23 C -0.802 2.046 -1.520  -0.23
24 C 0.199 1.726 -2.466  -0.23
25 C 0.368 0.410 -2.951  0.23
26 O 1.136 -0.003 -4.004  -0.73
27 C -0.475 -0.572 -2.430  -0.18
28 C -1.314 -0.331 -1.353  -0.22
29 H -3.558 2.709 -0.615  0.22
30 H -2.746 3.338 0.742  0.20
31 H -4.036 2.149 1.074  0.21
32 H -1.497 1.210 1.255  0.24
33 H -2.799 0.201 0.600  0.20
34 H -0.943 3.125 -1.248  0.22
35 H 0.976 2.591 -2.868  0.22
36 H 2.159 -0.075 -4.016  0.50
37 H -0.585 -1.596 -2.930  0.21
38 H -2.037 -1.115 -0.924  0.22

SMILES ... Cc1c[nH]c2ccccc12.CCc1ccc(O)cc1
2S+1 ... 1
Gap between HOMO and LUMO ... 8.4 eV

***

Entry x
Formula: C17H19NO
Source: the Open Molecules 2025 dataset
Level of theory: ωB97M-V with the def2-TZVPD basis set

Last column: natural (NBO) charge in e.
Element x y z (Å)
1 C -0.830 2.461 2.175  -0.65
2 C -0.584 1.020 2.513  -0.08
3 C -1.606 0.155 2.807  -0.04
4 N -1.191 -1.154 2.711  -0.55
5 C 0.142 -1.155 2.398  0.22
6 C 1.018 -2.232 2.315  -0.28
7 C 2.344 -1.877 2.244  -0.20
8 C 2.844 -0.554 2.147  -0.25
9 C 1.931 0.480 2.217  -0.19
10 C 0.588 0.179 2.257  -0.13
11 H -1.569 2.922 2.829  0.22
12 H -1.505 2.406 1.295  0.22
13 H -0.082 3.213 1.943  0.23
14 H -2.691 0.207 2.999  0.21
15 H -1.618 -1.937 3.170  0.41
16 H 0.767 -3.273 2.174  0.22
17 H 3.078 -2.670 2.141  0.20
18 H 3.920 -0.470 2.117  0.21
19 H 2.446 1.433 2.376  0.22
20 C 1.875 1.444 -1.683  -0.61
21 C 1.589 0.281 -2.608  -0.42
22 C 0.091 0.009 -2.614  -0.04
23 C -0.550 -0.395 -1.436  -0.17
24 C -1.884 -0.902 -1.441  -0.32
25 C -2.604 -0.813 -2.597  0.29
26 O -3.982 -0.902 -2.694  -0.68
27 C -1.984 -0.314 -3.759  -0.25
28 C -0.667 0.039 -3.777  -0.20
29 H 1.923 1.098 -0.645  0.22
30 H 1.178 2.275 -1.718  0.21
31 H 2.905 1.791 -1.848  0.21
32 H 1.971 0.276 -3.652  0.21
33 H 2.128 -0.606 -2.252  0.21
34 H -0.065 -0.398 -0.463  0.22
35 H -2.045 -1.418 -0.491  0.23
36 H -4.374 -0.941 -1.820  0.48
37 H -2.601 -0.156 -4.620  0.22
38 H -0.304 0.478 -4.711  0.21

SMILES ... Cc1c[nH]c2ccccc12.CCc1ccc(O)cc1
2S+1 ... 1
Gap between HOMO and LUMO ... 8.6 eV

***

How far above the most stable structure does each one sit? In kJ/mol: entry w 186.2; entry x 0.0.